Below is a single C4H5ClFNO molecule, with properties calculated with wB97M-V/def2-TZVPD.

Cartesian coordinates (Å):
O1 0.070 2.701 1.434
C1 0.310 2.597 0.194
N1 0.167 1.418 -0.519
C2 -0.010 0.314 0.252
C3 -0.321 -0.837 -0.337
F1 -0.703 -0.992 -1.634
C4 -0.200 -2.256 0.360
Cl1 1.162 -3.236 -0.345
H1 0.349 3.443 -0.636
H2 0.253 1.379 -1.604
H3 0.325 0.428 1.262
H4 -1.150 -2.834 0.114
H5 -0.252 -2.122 1.459

Force components x, y, z for each atom (eV/Å):
O 1.53 -0.20 -4.35
C -2.44 1.40 0.41
N 0.47 2.20 -1.37
C 0.29 -2.13 -1.66
C 0.25 -3.36 1.80
F 0.41 0.85 0.44
C -2.34 1.23 -1.13
Cl -0.55 0.66 0.74
H 0.53 -0.83 2.20
H -0.22 0.13 2.99
H -0.17 -0.34 0.41
H 1.31 0.66 0.13
H 0.94 -0.27 -0.62

As for the net charge: 0. The energy above the lowest of the compared OMol25 structures with the same formula, charge and spin is 1.139 eV. For the max |F|, the calculation gives 4.621 eV Å⁻¹. As for the SMILES: O=CN/C=C(\F)CCl.